Record 1
Here is C26H26Co2O10 as an isolated structure in a non-equilibrium geometry from the Open Molecules 2025 dataset. Energies are from the ωB97M-V functional and the def2-TZVPD basis.

Values from the calculation:
frontier orbital gap: 0.1717 hartree
2S+1: 1
largest force on an atom: 0.105 hartree/bohr
E_LUMO: 4.677 eV
calculated total energy: -123108.108 eV
charge: -2

XYZ file:
```
64
Properties=species:S:1:pos:R:3:forces:R:3:nbo_charge:R:1
C -1.236705 -5.333864 1.392302 0.154 0.223 0.000 -0.60
C -0.587174 -3.998569 1.018286 0.144 0.209 0.134 -0.41
C -1.089986 -3.405906 -0.293112 -0.019 0.070 -0.464 -0.39
C -0.502116 -2.013689 -0.687291 0.029 -0.167 -0.244 -0.40
C -0.304696 -1.025919 0.408633 0.344 -1.150 3.387 -0.41
C 0.975853 -1.066200 1.119541 -2.037 0.688 0.516 0.75
O 1.293304 -0.466264 2.148586 -0.018 -0.716 -0.452 -0.69
O 1.862015 -1.925560 0.552348 1.919 -0.643 0.157 -0.57
C 3.141239 -1.965705 1.249376 -0.777 0.385 -0.473 -0.07
C 3.972815 -3.044582 0.611280 0.080 -0.286 -0.038 -0.62
C -1.447475 -0.734253 1.303675 2.812 -0.368 -1.282 0.76
O -1.449309 -0.292621 2.436483 -0.663 0.060 0.399 -0.68
O -2.607967 -1.032793 0.642857 -1.694 -0.028 0.359 -0.57
C -3.807298 -0.815111 1.418660 0.818 0.037 -0.323 -0.07
C -4.982819 -1.055981 0.508613 -0.194 -0.064 -0.174 -0.62
H -0.857104 -5.662338 2.364316 -0.072 -0.099 -0.031 0.19
H -2.324436 -5.233905 1.472201 0.056 -0.032 -0.049 0.19
H -1.010208 -6.115279 0.659657 -0.072 0.027 -0.004 0.18
H -0.763682 -3.277258 1.832805 0.117 -0.165 -0.238 0.22
H 0.504315 -4.125327 0.942462 -0.251 0.060 0.128 0.20
H -0.825615 -4.097377 -1.105542 -0.106 -0.099 -0.011 0.17
H -2.189102 -3.352201 -0.284068 0.187 0.036 0.124 0.19
H 0.483889 -2.163333 -1.149337 -0.365 -0.054 -0.056 0.22
H -1.154793 -1.562988 -1.444979 -0.041 -0.214 -0.172 0.19
H 3.613001 -0.982144 1.139331 -0.090 -0.174 0.170 0.20
H 2.977168 -2.170776 2.315894 0.004 0.172 -0.260 0.18
H 4.993460 -2.977685 0.993334 0.072 -0.029 -0.027 0.19
H 3.586964 -4.034996 0.872630 -0.007 0.027 -0.160 0.19
H 4.001221 -2.945690 -0.477978 -0.026 0.016 0.125 0.21
H -3.803966 -1.511350 2.269628 -0.038 0.274 -0.072 0.17
H -3.800613 0.217652 1.790904 -0.007 -0.281 0.096 0.19
H -5.907367 -0.860919 1.055178 -0.086 -0.012 0.005 0.19
H -4.952723 -0.384561 -0.355705 0.050 -0.107 0.090 0.21
H -5.011275 -2.089803 0.148166 0.059 0.128 0.009 0.20
O 3.598353 4.855542 2.037523 -0.134 0.060 -0.160 -0.60
C 2.818890 4.514022 1.255239 0.247 -0.207 0.266 0.46
Co 1.672565 4.042225 -0.011495 1.641 1.685 0.949 -0.11
C 1.177112 5.701276 -0.298083 -1.159 -0.222 0.313 0.53
O 0.896273 6.803731 -0.490883 0.266 0.108 -0.156 -0.60
C 2.601217 3.892804 -1.491395 -0.312 -1.538 -0.924 0.48
O 3.214960 3.818178 -2.470230 0.046 0.457 0.415 -0.59
C -0.088508 3.261214 0.363690 -0.792 0.761 -2.562 -0.50
C -0.321209 1.896017 0.170921 -2.354 0.643 -3.208 -0.12
C -0.804119 1.055448 -0.778257 -0.843 1.301 -0.048 -0.32
C -0.562907 1.488652 -2.179923 -0.582 0.816 -0.528 -0.02
C -1.430006 2.427760 -2.781157 0.433 -0.239 0.078 -0.16
C -1.121165 2.991089 -4.014181 0.106 -0.214 -0.033 -0.25
C 0.035180 2.585030 -4.692972 -0.007 -0.140 0.095 -0.25
C 0.865983 1.605084 -4.135880 -0.217 0.117 -0.056 -0.21
C 0.572903 1.061685 -2.886625 -0.436 0.110 0.244 -0.21
Co 0.807121 2.249559 1.544107 2.239 0.241 4.930 -0.10
C 2.004246 2.130128 2.788334 1.432 -0.526 1.448 0.63
O 2.810627 2.028403 3.609220 -0.596 0.220 -0.537 -0.55
C 2.194435 1.844043 0.507715 0.968 -1.468 -2.121 0.45
O 3.031299 1.219631 -0.022257 -0.332 0.696 0.494 -0.61
C -0.329639 2.194250 2.853583 -1.225 1.015 1.112 0.70
O -0.992922 2.310232 3.791735 0.463 -0.481 -0.795 -0.55
H -0.907680 3.976216 0.473043 -0.234 -0.525 -0.073 0.18
H -1.695382 0.447729 -0.619857 0.909 -0.566 -0.249 0.22
H -2.314526 2.741967 -2.218708 0.289 -0.039 -0.215 0.20
H -1.782975 3.748512 -4.439397 0.220 -0.147 0.023 0.19
H 0.287010 3.035887 -5.653758 -0.033 -0.112 0.201 0.19
H 1.760104 1.268553 -4.663459 -0.205 0.180 0.082 0.20
H 1.213932 0.312406 -2.415722 -0.077 0.290 -0.158 0.23
```
Forces are in eV/Å.

Record 2
Here is C26H26CrN6OS2 as an isolated structure in a non-equilibrium geometry from the Open Molecules 2025 dataset. Energies are from the ωB97M-V functional and the def2-TZVPD basis.

Values from the calculation:
frontier orbital gap (alpha / beta): 0.1961 / 0.2354 hartree
2S+1: 5
largest force on an atom: 0.074 hartree/bohr
E_LUMO (alpha / beta): -0.782 / -0.803 eV
calculated total energy: -88460.824 eV
charge: 0

XYZ file:
```
62
Properties=species:S:1:pos:R:3:forces:R:3:mulliken_spin:R:1
Cr -0.267766 1.349175 -0.233804 1.275 0.072 -0.455 3.86
N -2.497381 -8.270777 2.451913 0.159 1.012 -0.274 0.00
C -2.300455 -7.162341 2.180208 -0.124 -1.333 0.312 0.00
C -2.040326 -5.793505 1.867428 -0.689 0.922 -0.589 0.00
C -2.441139 -5.274075 0.610643 0.109 0.965 -0.042 0.00
C -2.342973 -3.870686 0.393948 1.238 -1.433 0.719 0.00
C -1.587052 -3.084010 1.284943 -0.460 -2.035 0.408 0.01
C -1.142668 -3.650471 2.494258 0.044 -0.176 -0.042 0.00
C -1.494354 -4.950385 2.845457 -0.303 -0.114 -0.217 0.00
C -1.179958 -1.750904 0.940582 1.792 3.284 -0.818 0.01
C -2.107065 -0.737944 0.632546 -1.167 1.543 -0.108 -0.03
C -3.370341 -0.965839 0.067768 -1.779 2.089 0.110 0.04
C -3.995654 0.318783 -0.175156 0.459 -2.340 0.383 -0.01
C -3.090780 1.287764 0.314923 -0.004 -1.224 0.777 0.06
N -1.961489 0.700518 0.752482 -0.175 -1.322 0.400 0.01
C 0.219274 -1.474956 0.845987 0.300 -0.403 0.695 0.00
C 1.225807 -2.497869 0.954489 0.528 1.263 0.761 0.03
C 2.435728 -1.825795 0.762399 1.584 -0.896 -0.445 0.01
C 2.164896 -0.487346 0.461502 -2.725 0.129 0.089 0.05
N 0.821249 -0.226312 0.565140 0.822 -1.653 -0.235 -0.09
H -2.785438 -5.951531 -0.197077 0.046 0.581 0.785 0.00
H -2.595674 -3.380325 -0.522457 -0.313 -0.337 -0.510 0.00
H -0.428110 -3.125150 3.128179 -0.640 0.262 0.019 0.00
H -1.411422 -5.321471 3.873987 0.509 0.111 -0.554 0.00
H -3.866193 -1.919260 -0.025558 -0.022 0.142 -0.225 0.00
H -5.017865 0.390865 -0.555829 0.517 0.366 0.148 0.00
H -3.267548 2.347570 0.553282 0.203 -0.594 -0.614 -0.01
H 1.083455 -3.509853 1.342237 0.100 0.423 -0.587 0.00
H 3.494429 -2.206121 0.742032 -1.460 0.092 0.106 0.00
H 2.800962 0.274879 0.045260 0.312 0.110 0.282 -0.01
O -0.425921 0.068782 -1.745668 1.070 -1.651 -0.104 -0.01
N -1.331000 0.121525 -2.663263 -1.107 0.260 -1.716 -0.01
C -1.763251 -1.069500 -3.304674 0.791 1.193 0.686 0.00
C -2.864766 -1.008142 -4.112191 -0.640 1.723 -0.383 0.00
C -3.452856 0.290509 -4.365821 0.227 -0.421 1.526 0.01
C -3.065916 1.430284 -3.658847 1.150 -0.149 -0.393 0.00
C -1.842296 1.387876 -2.921156 -1.411 -1.673 1.095 0.01
S -1.287661 2.681364 -1.925500 -0.097 0.574 -0.805 -0.01
H -1.124513 -1.962045 -3.149789 -0.676 0.820 0.385 0.00
H -3.436721 -1.866333 -4.493265 0.982 0.236 0.004 0.00
H -4.305306 0.279403 -5.007958 -0.587 0.274 -0.159 0.00
H -3.569456 2.417429 -3.536584 0.143 -1.068 -0.898 0.00
C 4.160333 3.575157 -1.044715 0.447 -1.629 -0.243 0.00
N 2.896302 3.791614 -0.366907 -0.342 2.223 -2.464 0.03
C 2.023961 4.693527 -1.179696 0.376 1.644 0.664 0.02
C 2.454803 3.209096 0.712342 -1.210 -0.785 1.978 0.02
S 0.730844 3.108584 1.078109 1.211 0.292 0.256 0.00
N 3.362684 2.768071 1.612669 0.547 -0.226 0.585 0.00
C 4.633029 3.540712 1.895474 -1.372 -0.995 0.423 0.00
C 2.955343 1.862329 2.726367 -1.251 1.897 -0.658 0.00
H 3.897902 3.373738 -2.117935 0.527 0.235 0.901 0.00
H 4.681506 2.675786 -0.630867 -0.579 0.626 -0.367 0.00
H 4.871807 4.396866 -0.963680 -0.242 0.244 -0.091 0.00
H 2.582970 5.656086 -1.447543 -0.310 -1.327 0.578 0.00
H 1.126763 5.021901 -0.606363 0.724 -0.651 -0.537 0.00
H 1.768531 4.258312 -2.134099 -0.334 -0.487 -0.064 0.00
H 4.575750 4.470966 1.340632 0.244 0.120 0.185 0.00
H 5.519617 2.953767 1.627013 -0.161 0.233 0.021 0.00
H 4.609320 3.697724 2.999739 0.278 0.229 -0.913 0.00
H 2.652603 0.912796 2.379188 -0.437 -0.917 -0.606 0.01
H 2.101588 2.306035 3.288130 0.766 -0.255 -0.227 0.00
H 3.809857 1.723152 3.315141 1.134 -0.099 1.060 0.00
```
Forces are in eV/Å.

Record 3
Here is C26H26F6N10OPTc as an isolated structure from the Open Molecules 2025 dataset. Energies are from the ωB97M-V functional and the def2-TZVPD basis.

Values from the calculation:
frontier orbital gap (alpha / beta): 0.1354 / 0.1797 hartree
2S+1: 3
largest force on an atom: 0.015 hartree/bohr
E_LUMO (alpha / beta): -14.744 / -14.260 eV
calculated total energy: -72087.107 eV
charge: +4

XYZ file:
```
71
Properties=species:S:1:pos:R:3:forces:R:3:mulliken_spin:R:1
Tc 0.295891 -0.154511 -0.286478 -0.422 -0.028 0.642 0.95
C -4.844009 -0.680499 1.730475 -0.024 0.123 0.066 0.00
N -3.662497 -0.474747 0.857934 -0.229 -0.057 0.050 0.01
C -2.404228 -0.774523 1.072515 -0.051 0.024 -0.114 0.00
N -1.691829 -0.372046 -0.001654 0.623 0.134 -0.149 -0.01
C -2.636275 0.184802 -0.853917 -0.081 -0.032 0.125 0.01
N -3.827214 0.128779 -0.352409 0.118 -0.027 0.157 0.00
C -5.127339 0.515085 2.620927 0.053 -0.049 -0.118 -0.01
C -6.405962 1.088834 2.649453 -0.067 -0.008 -0.034 0.10
C -6.701644 2.148533 3.500153 -0.071 0.016 -0.005 -0.03
C -5.727024 2.666543 4.330667 -0.055 0.034 0.017 0.07
C -4.440638 2.101479 4.299138 -0.030 -0.047 -0.068 0.01
C -4.154323 1.018480 3.446929 0.066 -0.022 0.033 0.06
C -3.411263 2.620805 5.114453 -0.019 0.225 0.204 0.17
N -3.465525 3.617957 6.021266 0.388 -0.188 -0.044 0.13
N -2.253494 3.759884 6.520405 -0.213 -0.257 -0.307 0.13
C -1.461305 2.852583 5.911218 -0.149 0.194 0.151 0.16
O -2.162291 2.119204 5.024549 -0.049 0.071 0.060 -0.05
C -0.076787 2.636714 6.074876 0.087 -0.035 -0.018 0.01
C 0.644748 3.408176 6.998347 0.022 0.024 0.043 0.08
C 2.006154 3.192864 7.123800 0.046 0.041 0.057 -0.03
C 2.634574 2.237441 6.340356 0.095 0.023 0.026 0.11
C 1.917272 1.460003 5.413274 0.009 -0.067 -0.109 -0.02
C 2.683993 0.409756 4.630883 -0.111 0.059 0.066 0.01
N 1.934923 -0.168941 3.493860 0.070 0.044 0.128 0.00
C 1.541520 0.416369 2.380568 -0.094 -0.193 0.141 0.02
N 0.904520 -0.509752 1.635513 0.101 0.046 -0.502 -0.03
C 0.986401 -1.674461 2.374087 -0.215 0.125 0.005 0.02
N 1.593988 -1.481834 3.503330 0.042 0.172 -0.057 0.00
C 0.567649 1.654926 5.289625 -0.070 -0.055 -0.020 0.07
H -4.664212 -1.579749 2.317697 0.056 -0.040 -0.006 0.00
H -5.675689 -0.867679 1.058223 -0.020 -0.055 -0.056 0.00
H -2.016853 -1.279334 1.943497 -0.052 0.034 -0.004 0.00
H -2.421523 0.621923 -1.819395 0.027 -0.016 0.044 0.00
H -7.185877 0.696506 2.005633 0.025 0.023 0.015 0.00
H -7.698788 2.568338 3.505914 0.023 -0.007 0.007 0.00
H -5.936072 3.495605 4.995390 -0.003 -0.017 -0.013 0.00
H -3.162181 0.582919 3.476070 -0.020 0.010 -0.013 0.01
H 0.132968 4.152276 7.595769 0.023 -0.001 -0.008 0.00
H 2.584428 3.772739 7.830997 -0.018 -0.016 -0.013 0.00
H 3.703803 2.085769 6.451947 -0.044 0.017 0.003 0.00
H 2.931041 -0.435930 5.269423 0.005 -0.093 -0.023 0.00
H 3.615551 0.817382 4.242658 0.030 0.026 -0.047 0.00
H 1.671826 1.461562 2.140460 0.027 -0.077 -0.001 0.00
H 0.586755 -2.628136 2.064207 0.041 0.033 -0.019 0.00
H -0.031413 1.058819 4.612291 0.027 0.011 0.015 0.00
N 0.713811 -1.750750 -1.206578 0.169 -0.445 -0.312 -0.12
C 1.076256 -2.595313 -1.990934 -0.218 0.477 0.334 0.14
N 1.402791 -3.500499 -2.772865 -0.022 0.007 0.118 -0.06
C 0.562587 -3.862180 -3.977327 0.031 -0.154 -0.572 0.01
C 1.396879 -3.629937 -5.239376 0.052 -0.019 0.292 0.00
C 2.736048 -4.364554 -5.174624 0.020 0.039 -0.024 0.00
C 3.529339 -3.993549 -3.921639 -0.270 0.029 0.081 -0.01
C 2.715754 -4.238891 -2.649213 0.451 -0.191 -0.340 0.01
H -0.355179 -3.279729 -3.964306 0.014 0.068 0.135 0.00
H 0.325061 -4.920169 -3.858215 0.010 -0.004 0.144 0.00
H 1.546473 -2.556779 -5.382182 -0.009 0.002 -0.029 0.00
H 0.789512 -3.988945 -6.070689 0.016 0.014 -0.054 0.00
H 3.322470 -4.107363 -6.054195 0.027 -0.008 -0.045 0.00
H 2.580633 -5.445046 -5.219861 -0.039 -0.010 0.060 0.00
H 3.842822 -2.946998 -3.954310 0.034 -0.001 -0.006 0.00
H 4.428949 -4.602269 -3.827838 0.040 0.004 -0.040 0.00
H 3.228552 -3.914649 -1.747162 -0.108 0.089 0.058 0.00
H 2.447988 -5.292499 -2.559870 -0.129 0.018 0.070 0.00
F 0.206986 1.632132 -0.004830 0.128 -0.093 -0.208 0.07
P 3.520267 1.671639 -0.801819 -0.070 0.137 -0.072 0.00
F 2.721528 2.920973 -0.456744 0.099 0.039 0.023 0.00
F 4.999377 1.842492 -1.113010 0.025 -0.023 0.051 0.00
F 2.515012 0.336942 -0.704762 -0.260 -0.159 0.024 -0.01
F 3.148403 1.662255 -2.310635 -0.015 -0.017 -0.117 0.00
F 3.841709 1.308126 0.695392 0.126 0.078 0.122 0.00
```
Forces are in eV/Å.